No. 1
Here is a 2-piece molecular cluster, C24H23N5O4 overall in a non-equilibrium geometry from the Open Molecules 2025 dataset. Energies are from wB97M-V/def2-TZVPD.

Values from the calculation:
energy relative to the best compared isomer or geometry (same formula, charge and spin): 503.07 kJ/mol
calculated total energy: -1502.8977 a.u.
molar mass: 445.48 g mol⁻¹
LUMO level: -2.19 eV

XYZ file:
```
56
C24H23N5O4 | the Open Molecules 2025 dataset | wB97M-V/def2-TZVPD
C 6.4587 2.6198 2.5704
O 5.0977 2.4661 2.8907
C 4.2257 2.5500 1.7962
C 2.8655 2.4124 2.0422
C 1.9602 2.4935 0.9807
C 2.4271 2.7094 -0.3295
C 3.7932 2.8400 -0.5807
C 4.6658 2.7650 0.4709
N 1.3158 2.7429 -1.1859
C 1.3426 2.9069 -2.6369
C 0.1826 2.5590 -0.4379
C 0.5182 2.3923 0.9087
C -0.3918 2.0437 1.9351
C -1.8099 2.0500 1.7613
C -2.5595 2.9448 0.9865
N -3.8767 2.5640 0.9892
C -4.9665 3.2621 0.3144
C -4.0111 1.3888 1.7448
C -2.7429 1.0553 2.2491
C -2.5590 -0.1272 2.9718
C -3.6426 -0.9624 3.2084
O -3.5672 -2.1785 3.9049
C -2.2889 -2.5058 4.3903
C -4.9114 -0.5934 2.7055
C -5.1044 0.5531 1.9820
H 7.0382 2.5361 3.4897
H 6.7722 1.8351 1.8808
H 6.6293 3.6034 2.1312
H 2.5199 2.2465 3.0446
H 4.1519 2.9925 -1.5816
H 5.7144 2.8746 0.2716
H 2.3620 3.0321 -2.9935
H 0.9071 2.0326 -3.1166
H 0.7604 3.7822 -2.9172
H -0.8017 2.4694 -0.8603
H 0.0139 1.6636 2.8562
H -2.1824 3.8203 0.4885
H -5.9038 2.7252 0.4420
H -5.0742 4.2606 0.7328
H -4.7570 3.3451 -0.7502
H -1.5757 -0.3961 3.3036
H -2.3681 -3.4407 4.9480
H -1.5979 -2.6422 3.5562
H -1.9367 -1.7183 5.0584
H -5.7339 -1.2620 2.8838
H -6.0700 0.7956 1.5766
N -0.1457 4.8288 3.7899
C 0.1020 6.0066 3.2111
N 0.1297 7.0139 4.0705
C -0.1109 6.4512 5.2835
N -0.1882 7.1364 6.5626
O -0.4226 6.4583 7.5684
O -0.0218 8.3576 6.6039
C -0.2790 5.0986 5.0985
H 0.2743 6.1222 2.1449
H -0.4766 4.3774 5.8828
```

***

No. 2
Here is a 2-piece molecular cluster, C5H14 overall in a non-equilibrium geometry from the Open Molecules 2025 dataset. Energies are from wB97M-V/def2-TZVPD.

Values from the calculation:
energy relative to the best compared isomer or geometry (same formula, charge and spin): 103.43 kJ/mol
SMILES string: CCC.CC
calculated total energy: -198.8498 a.u.
molar mass: 74.17 g mol⁻¹
LUMO level: 1.11 eV

XYZ file:
```
19
C5H14 | the Open Molecules 2025 dataset | wB97M-V/def2-TZVPD
C 1.2097 -1.9129 0.0924
C 2.0078 -0.5903 -0.1543
C -0.2499 -2.0209 -0.2019
H 1.2995 -2.2357 1.1355
H 1.7905 -2.5104 -0.6198
H 2.8211 -0.6357 0.5749
H 2.3249 -0.4745 -1.1873
H -0.5701 -3.0910 -0.3430
H -0.4442 -1.6661 -1.2241
H 1.6521 0.3450 0.2898
H -1.0043 -1.5913 0.4466
C -1.3439 1.7087 -0.5449
C -1.3953 2.3733 0.8712
H -1.7361 2.4194 -1.2659
H -0.3500 1.3217 -0.6719
H -2.0230 0.8180 -0.6225
H -1.4462 1.6330 1.6477
H -2.0932 3.1993 0.7784
H -0.4495 2.9104 0.9992
```

***

No. 3
Here is C6H5BrMnNO2 as an isolated structure in a non-equilibrium geometry from the Open Molecules 2025 dataset. Energies are from wB97M-V/def2-TZVPD.

Values from the calculation:
multiplicity: 6
charge: +1
energy relative to the best compared isomer or geometry (same formula, charge and spin): 71.01 kJ/mol
calculated total energy: -4161.4539 a.u.
molar mass: 257.95 g mol⁻¹
expectation value of S²: 8.760
LUMO level (spin up / spin down): -8.18 / -8.16 eV

XYZ file:
```
16
C6H5BrMnNO2 | the Open Molecules 2025 dataset | wB97M-V/def2-TZVPD
Mn 4.0192 3.2989 -2.4154
Br 1.5616 3.6059 -2.8620
C 0.1577 -0.1618 -1.3562
C -0.6160 -1.2836 -1.1451
C -1.0899 -1.4489 0.1505
C -0.7252 -0.6009 1.1845
C 0.0558 0.5895 0.8969
C 0.4897 0.7997 -0.3998
N -1.0264 -1.0408 2.6008
O -0.9926 -0.2082 3.4684
O -1.4108 -2.1912 2.8086
H 0.6540 0.0299 -2.2960
H -0.8830 -1.9259 -1.9713
H -1.6126 -2.3594 0.4037
H 0.3373 1.2670 1.6894
H 1.0813 1.6297 -0.7568
```

***

No. 4
Here is C7H12 in the gas phase in a non-equilibrium geometry from the Open Molecules 2025 dataset. Energies are from wB97M-V/def2-TZVPD.

Values from the calculation:
energy relative to the best compared isomer or geometry (same formula, charge and spin): 203.44 kJ/mol
SMILES string: C=C(C)/C(C)=C/C
calculated total energy: -273.8311 a.u.
molar mass: 96.17 g mol⁻¹
LUMO level: 0.97 eV

XYZ file:
```
19
C7H12 | the Open Molecules 2025 dataset | wB97M-V/def2-TZVPD
C -2.3359 -0.4312 0.2341
C -1.1317 0.5786 -0.0297
C -1.3820 1.8836 -0.0504
C 1.2082 0.5668 -0.5524
C 0.1733 -0.0900 0.0191
C 0.5032 -1.3114 0.8570
C 2.5723 -0.0609 -0.8211
H -2.0203 -1.4715 0.1743
H -3.0742 -0.2048 -0.5328
H -2.8455 -0.1058 1.1351
H -0.7031 2.6278 -0.4681
H -2.2897 2.2844 0.3910
H 1.1190 1.4577 -1.1883
H -0.4444 -1.4377 1.3971
H 1.2364 -1.1821 1.6725
H 0.7539 -2.2684 0.3641
H 2.3789 -0.5636 -1.7724
H 2.8104 -0.8125 -0.0402
H 3.4712 0.5411 -0.7893
```